[1]
{
  "formula": "CH9N5",
  "method": "ωB97M-V/def2-TZVPD",
  "homo_lumo_gap_ha": 0.368,
  "e_tot_ha": -316.438855,
  "lumo_ev": -9.65,
  "e_above_lowest_kcal_mol": 158.6,
  "charge": 2,
  "homo_ev": -19.7,
  "species": ["C", "N", "N", "N", "N", "N", "H", "H", "H", "H", "H", "H", "H", "H", "H"],
  "positions_angstrom": [[0.80398, 0.32288, -0.28036], [0.33504, 1.21113, 0.68169], [0.30605, -1.13263, -0.16901], [0.97470, -3.24936, -0.28896], [-1.20575, 2.29918, 0.39988], [1.23709, -1.98269, -0.40615], [1.13835, 0.71505, -1.31260], [1.93893, 0.24601, 0.10208], [0.04756, 0.87714, 1.63685], [-0.72982, -1.33159, -0.37357], [0.14296, -3.63395, 0.01956], [1.85482, -3.84448, -0.35884], [-1.20606, 2.63869, 1.41262], [-0.69739, 3.06344, -0.09283], [-1.84877, 1.71911, -0.18969]],
  "mulliken_charge": [-0.35, -0.31, 0.09, -0.29, -0.43, 0.03, 0.43, 0.38, 0.35, 0.34, 0.25, 0.35, 0.41, 0.38, 0.36]
}

[2]
{
  "formula": "C5H3N3",
  "method": "ωB97M-V/def2-TZVPD",
  "homo_lumo_gap_ha": 0.329,
  "smiles": "[H]/N=C1\\C=C(C#N)C=N1",
  "e_tot_ha": -356.538953,
  "lumo_ev": -1.67,
  "e_above_lowest_kcal_mol": 20.8,
  "homo_ev": -10.6,
  "species": ["H", "N", "C", "C", "C", "C", "N", "C", "N", "H", "H"],
  "positions_angstrom": [[-2.74791, -1.60868, 0.10625], [-2.74500, -0.59342, 0.02383], [-1.56410, -0.16827, -0.06577], [-0.27515, -0.94950, -0.01567], [0.75116, -0.05241, 0.06877], [2.14991, -0.21989, 0.05270], [3.28987, -0.34173, -0.06379], [0.06850, 1.28582, 0.05944], [-1.19733, 1.23469, -0.06318], [-0.14580, -2.05998, -0.02317], [0.67905, 2.19742, 0.04211]],
  "mulliken_charge": [0.27, -0.54, 0.42, -0.23, 0.32, 0.10, -0.42, -0.12, -0.56, 0.34, 0.42]
}

[3]
{
  "formula": "C3H8O2",
  "method": "ωB97M-V/def2-TZVPD",
  "homo_lumo_gap_ha": 0.405,
  "smiles": "C=CCO.O",
  "e_tot_ha": -269.533950,
  "lumo_ev": 0.79,
  "e_above_lowest_kcal_mol": 38.2,
  "homo_ev": -10.2,
  "species": ["C", "C", "C", "O", "H", "H", "H", "H", "H", "H", "O", "H", "H"],
  "positions_angstrom": [[-0.44776, 0.21843, -1.47054], [-0.82005, -0.78063, -0.67478], [-0.54053, -0.82863, 0.80505], [-0.57403, 0.50130, 1.37642], [-0.87496, 0.41906, -2.46001], [0.19041, 1.01917, -1.12996], [-1.39564, -1.61430, -1.01299], [-1.37011, -1.39157, 1.22583], [0.47784, -1.12699, 1.12970], [-1.25776, 1.00109, 0.91747], [2.58210, 0.85944, 0.56211], [1.77332, 0.68482, 1.06077], [2.25718, 1.03880, -0.32909]],
  "mulliken_charge": [-0.67, -0.03, -0.36, -0.52, 0.26, 0.15, 0.32, 0.27, 0.27, 0.30, -0.65, 0.33, 0.32]
}

[4]
{
  "formula": "HgO4P",
  "method": "ωB97M-V/def2-TZVPD",
  "homo_lumo_gap_ha": 0.209,
  "e_tot_ha": -795.740440,
  "lumo_ev": -0.06,
  "e_above_lowest_kcal_mol": 11.0,
  "charge": -1,
  "homo_ev": -5.7,
  "species": ["Hg", "P", "O", "O", "O", "O"],
  "positions_angstrom": [[-0.12018, -3.34711, -3.88247], [-0.00785, 0.66540, 0.69479], [-1.27043, 0.69000, 1.60875], [1.14551, 0.92038, 1.77668], [-0.03275, 1.85219, -0.34121], [0.28569, -0.78087, 0.14347]],
  "mulliken_charge": [0.00, 0.97, -0.45, -0.42, -0.57, -0.54]
}